25
Properties=species:S:1:pos:R:3:nbo_charge:R:1 method="wB97M-V/def2-TZVPD" fmax_ha_per_bohr=0.0873 s_squared=2.0173 relative_energy_kj_mol=250.12 gap_ev="4.0885 / 4.5885" e_tot_ha=-1027.8897 spin_multiplicity=3
C 2.90 0.48 1.14 -0.177
C 2.88 0.24 -0.24 -0.184
C 1.96 0.00 1.98 -0.213
C 1.87 -0.53 -0.77 -0.234
C 1.03 -0.81 1.51 -0.206
C 0.91 -1.00 0.14 -0.003
C -3.08 1.35 -0.95 -0.673
C -0.28 -1.77 -0.33 -0.536
C -1.81 0.52 -0.99 0.194
N -0.83 1.53 0.26 0.446
O -1.46 1.95 1.17 -0.390
O 0.25 1.84 -0.20 -0.430
O -1.03 0.54 -2.06 -0.724
S -1.95 -0.96 -0.07 0.329
H 3.61 1.26 1.38 0.210
H 3.76 0.44 -0.94 0.222
H 1.95 0.17 3.06 0.223
H 1.90 -0.69 -1.89 0.227
H 0.27 -1.09 2.12 0.210
H -3.72 1.15 -1.88 0.234
H -3.65 1.00 -0.05 0.245
H -2.78 2.48 -0.95 0.240
H -0.20 -2.04 -1.41 0.241
H -0.46 -2.57 0.34 0.231
H -0.18 0.97 -1.80 0.518